Record 1
Computed, not measured: a gas-phase ion, C11H16N3 (charge +1) at a distorted geometry, with the ωB97M-V functional and the def2-TZVPD basis.

Structure (XYZ):
```
30
C11H16N3 | the Open Molecules 2025 dataset | the ωB97M-V functional and the def2-TZVPD basis
C -3.92698 -0.49948 -1.16548
C -2.81806 -0.78832 -0.06828
C -3.36276 -0.41384 1.27279
N -1.63688 -0.08840 -0.35686
C -0.39998 -0.42305 -0.06311
C 0.74991 0.40087 -0.30933
C 2.23754 -0.08374 -0.11993
N 2.44299 -1.34126 -0.05707
C 3.70235 -1.79468 0.26810
C 4.74929 -0.87265 0.55717
C 4.45026 0.41582 0.07003
N 3.21329 0.85125 -0.15669
C 0.64336 1.84539 0.39544
C 0.58755 1.78291 -1.04910
H -4.61131 -1.40038 -1.16305
H -4.43948 0.43158 -0.72713
H -3.52204 -0.16993 -2.12939
H -2.67791 -1.82467 -0.10918
H -4.28014 -0.98143 1.47598
H -3.71698 0.56922 1.24045
H -2.72377 -0.49476 2.20790
H -1.78079 0.90412 -0.44002
H -0.10673 -1.41342 0.43643
H 3.92551 -2.80741 0.34756
H 5.71785 -1.23879 0.79985
H 5.25450 1.17430 0.03463
H 1.56414 2.21476 0.90801
H -0.19393 2.05246 1.12002
H -0.44488 1.92010 -1.61026
H 1.40407 2.07344 -1.60944
```

Calculated values
* energy relative to the best compared isomer or geometry (same formula, charge and spin): 225.1 kJ/mol
* total charge: +1
* calculated total energy: -16128.19130 eV
* HOMO level: -13.037 eV
* SMILES: CC(C)/[NH+]=C/C1(c2ncccn2)CC1
* orbital gap: 8.9 eV
* LUMO level: -4.13 eV
* maximum force: 0.081 hartree/bohr

Record 2
Computed, not measured: 2 unconnected molecules or ions with the total composition C6H15NO4S at a distorted geometry, with the ωB97M-V functional and the def2-TZVPD basis.

Structure (XYZ):
```
27
C6H15NO4S | the Open Molecules 2025 dataset | the ωB97M-V functional and the def2-TZVPD basis
C 0.20129 -2.42870 0.46619
C 0.98345 -0.42709 -1.88096
C 1.11274 1.31175 1.55508
C 0.11510 2.09261 -0.39098
C 1.35156 -1.44893 0.38653
C 1.09843 -0.15167 -0.43648
N 0.86305 0.97099 0.15917
O -3.19364 1.33867 0.20135
O -1.54919 0.10950 -1.03700
O -2.98833 -1.20590 0.40762
O -1.43290 0.30649 1.38815
S -2.23069 0.04882 0.23415
H 0.36420 -3.25313 -0.25945
H -0.91131 -2.07818 0.20327
H 0.13135 -2.90919 1.44435
H 0.95438 -1.47401 -2.10140
H 1.85647 -0.11010 -2.43921
H 0.14635 0.01125 -2.29889
H 0.20503 1.02971 2.08727
H 1.95532 0.75774 1.82966
H 1.14125 2.44603 1.51411
H 0.74990 2.90019 -0.35147
H -0.24829 1.78514 -1.39936
H -0.74323 1.99969 0.20373
H 1.46387 -1.05622 1.34569
H 2.22983 -1.88144 -0.14120
H -3.62600 1.31599 -0.68992
```

Calculated values
* energy relative to the best compared isomer or geometry (same formula, charge and spin): 146.4 kJ/mol
* calculated total energy: -26978.53968 eV
* HOMO level: -9.106 eV
* orbital gap: 9.3 eV
* LUMO level: 0.18 eV
* maximum force: 0.086 hartree/bohr

Record 3
Computed, not measured: 2 unconnected molecules or ions with the total composition C3H11N3 at a distorted geometry, with the ωB97M-V functional and the def2-TZVPD basis.

Structure (XYZ):
```
17
C3H11N3 | the Open Molecules 2025 dataset | the ωB97M-V functional and the def2-TZVPD basis
H -4.53271 0.57569 -1.26708
N -4.21005 0.60733 -0.32062
N -3.19752 -0.12698 -0.13165
N -2.68278 0.11906 1.06345
H -1.98939 -0.50764 1.45394
H -3.35915 0.64040 1.59376
C 2.21635 -1.04617 0.25999
C 1.70448 0.35463 -0.19233
C 0.42189 0.26758 -1.10618
H 1.94655 -1.70127 -0.53698
H 3.22822 -1.12653 0.70607
H 1.70696 -1.42295 1.17973
H 2.48299 1.06088 -0.60643
H 1.41787 0.90866 0.70902
H 0.57501 -0.22256 -2.04646
H -0.16341 -0.34215 -0.36146
H -0.00448 1.34519 -1.21056
```

Calculated values
* energy relative to the best compared isomer or geometry (same formula, charge and spin): 282.8 kJ/mol
* calculated total energy: -7757.15285 eV
* HOMO level: -9.610 eV
* SMILES: [H]/N=N/N.CCC
* orbital gap: 10.6 eV
* LUMO level: 0.99 eV
* maximum force: 0.066 hartree/bohr

Record 4
Computed, not measured: a gas-phase ion, C6H13N4S (charge +1) at a distorted geometry, with the ωB97M-V functional and the def2-TZVPD basis.

Structure (XYZ):
```
24
C6H13N4S | the Open Molecules 2025 dataset | the ωB97M-V functional and the def2-TZVPD basis
C 2.25361 2.36052 0.04336
N 2.11296 0.92911 0.14016
C 2.84559 -0.10613 0.02157
S 4.53780 -0.01095 -0.07994
N 2.20072 -1.36750 0.15076
N 0.84215 -1.38651 -0.08178
C 0.20361 -2.73979 -0.22733
C 0.25728 -0.25340 -0.12205
N -1.02825 0.02012 -0.13546
C -2.05865 -0.38044 0.83779
C -1.30561 1.40915 -0.51218
H 1.60247 2.88831 0.89562
H 1.84889 2.64682 -1.00117
H 3.27191 2.53112 0.29529
H 2.67453 -2.14069 -0.25360
H 0.86842 -3.47002 0.09868
H -0.73903 -2.85621 0.26022
H -0.03350 -2.77912 -1.32928
H -1.61755 -0.30728 1.75643
H -2.89193 0.09486 0.55957
H -2.19120 -1.50694 0.62395
H -0.71072 1.70711 -1.39177
H -2.39056 1.76079 -0.60452
H -0.92667 2.16360 0.19155
```

Calculated values
* energy relative to the best compared isomer or geometry (same formula, charge and spin): 546.0 kJ/mol
* total charge: +1
* calculated total energy: -23216.09300 eV
* HOMO level (spin up / spin down): -11.704 / -11.699 eV
* SMILES: C/N=C(\[S-])N[N+](C)=C=[N+](C)C
* orbital gap (spin up / spin down): 6.0 / 6.0 eV
* LUMO level (spin up / spin down): -5.66 / -5.66 eV
* maximum force: 0.136 hartree/bohr

Record 5
Computed, not measured: 2 unconnected molecules or ions with the total composition C22H24Cl2NO at a distorted geometry, with the ωB97M-V functional and the def2-TZVPD basis.

Structure (XYZ):
```
50
C22H24Cl2NO | the Open Molecules 2025 dataset | the ωB97M-V functional and the def2-TZVPD basis
C -0.83696 0.08360 2.22722
C 0.42019 0.04805 1.43274
C 1.49378 -0.75740 1.77499
N 2.72148 -0.32451 2.14393
C 3.74773 -1.35664 2.34859
C 5.07224 -0.80979 2.86029
O 5.31802 0.51638 2.40072
C 4.32687 1.42526 2.88072
C 2.94317 1.10797 2.31124
H -0.89634 0.95520 2.89998
H -1.70800 0.12826 1.56707
H -0.90391 -0.82293 2.85029
H 0.59901 0.89079 0.76045
H 1.36547 -1.85010 1.80284
H 3.37123 -2.10133 3.06445
H 3.92946 -1.86953 1.38995
H 5.07056 -0.85589 3.96535
H 5.90222 -1.39695 2.44828
H 4.26416 1.41140 3.98833
H 4.66281 2.41123 2.52680
H 2.84350 1.61831 1.33581
H 2.18443 1.53295 2.98991
Cl -7.56979 3.39405 -2.59627
C -6.23974 2.52389 -1.96920
C -6.31530 1.95878 -0.68349
C -5.25251 1.20318 -0.20142
C -4.07861 0.99848 -0.97742
C -3.00712 0.17689 -0.49022
C -1.74250 0.12123 -1.06610
C -0.76523 -0.81257 -0.68463
C 0.25955 -1.22729 -1.61187
C 0.72152 -2.56760 -1.62222
C 1.54044 -3.03024 -2.64436
C 1.99471 -2.13531 -3.62624
Cl 2.97729 -2.70650 -4.90632
C 1.64015 -0.77626 -3.57243
C 0.78169 -0.32920 -2.57402
C -4.01863 1.61137 -2.25696
C -5.08280 2.35861 -2.74861
H -7.20977 2.11452 -0.08249
H -5.30247 0.76104 0.79538
H -3.24226 -0.48387 0.35053
H -1.50776 0.81986 -1.87680
H -1.03135 -1.54133 0.08356
H 0.37423 -3.24998 -0.84263
H 1.82570 -4.08086 -2.70123
H 2.02253 -0.09364 -4.32753
H 0.49910 0.72403 -2.52857
H -3.12987 1.47300 -2.87313
H -5.03235 2.81140 -3.73529
```

Calculated values
* energy relative to the best compared isomer or geometry (same formula, charge and spin): 254.9 kJ/mol
* total charge: +1
* calculated total energy: -51776.49864 eV
* HOMO level: -10.310 eV
* orbital gap: 5.3 eV
* LUMO level: -5.00 eV
* maximum force: 0.038 hartree/bohr

Record 6
Computed, not measured: a gas-phase ion, C6H12NS (charge +1) at a distorted geometry, with the ωB97M-V functional and the def2-TZVPD basis.

Structure (XYZ):
```
20
C6H12NS | the Open Molecules 2025 dataset | the ωB97M-V functional and the def2-TZVPD basis
C -0.55771 -1.03164 0.67049
C 0.56265 -1.63130 1.12500
C -0.98225 0.57769 -1.33239
C 2.00575 -1.21308 0.83557
C 0.09307 0.85563 -2.35140
C -1.26781 1.26587 0.92071
N -0.52278 0.38401 0.00744
S 0.34129 -3.05121 2.13614
H -1.53965 -1.35166 0.92819
H -1.97050 0.76350 -1.43220
H 2.10386 -1.09772 -0.19744
H 2.54773 -2.13724 1.06669
H 2.21958 -0.38749 1.56269
H -0.35191 1.29557 -3.23029
H 0.65630 -0.09747 -2.55514
H 0.63776 1.60024 -1.76072
H -2.19324 0.90656 1.31980
H -0.76544 1.48268 1.83448
H -1.50915 2.26461 0.46625
H 0.49246 0.60247 -0.01387
```

Calculated values
* energy relative to the best compared isomer or geometry (same formula, charge and spin): 440.6 kJ/mol
* total charge: +1
* calculated total energy: -18730.68748 eV
* HOMO level (spin up / spin down): -13.221 / -12.833 eV
* orbital gap (spin up / spin down): 8.7 / 6.8 eV
* LUMO level (spin up / spin down): -4.57 / -6.03 eV
* maximum force: 0.060 hartree/bohr

Record 7
Computed, not measured: a gas-phase ion, CH3Br2ClP (charge +1) at a distorted geometry, with the ωB97M-V functional and the def2-TZVPD basis.

Structure (XYZ):
```
8
CH3Br2ClP | the Open Molecules 2025 dataset | the ωB97M-V functional and the def2-TZVPD basis
C -0.17636 1.13650 -0.09487
P 0.06377 -0.84183 0.07487
Cl -0.79551 -1.65469 -1.49405
Br 2.21905 -1.19401 -0.05730
Br -0.66926 -1.80950 1.88358
H -0.05033 1.55395 0.90601
H -1.18554 1.31576 -0.45140
H 0.59417 1.49383 -0.76684
```

Calculated values
* energy relative to the best compared isomer or geometry (same formula, charge and spin): 0.0 kJ/mol
* total charge: +1
* calculated total energy: -162975.88750 eV
* HOMO level: -15.889 eV
* orbital gap: 10.3 eV
* LUMO level: -5.62 eV
* maximum force: 0.045 hartree/bohr

Record 8
Computed, not measured: a single C5H8N2 molecule, with the ωB97M-V functional and the def2-TZVPD basis.

Structure (XYZ):
```
15
C5H8N2 | the Open Molecules 2025 dataset | the ωB97M-V functional and the def2-TZVPD basis
C 0.51573 0.21156 -1.86239
N 0.21764 -0.42442 -0.59815
C -0.79929 -0.02772 0.40106
C -0.75003 -1.08109 1.45672
C -0.38059 1.28570 1.09984
C 0.34934 -1.82788 1.00935
N 0.87077 -1.44788 -0.18791
H -0.41713 0.46703 -2.37348
H 1.08430 -0.48957 -2.47458
H 1.09973 1.12713 -1.71545
H -1.76272 0.07808 -0.11194
H 0.37589 1.06988 1.86314
H -1.25139 1.71188 1.60376
H 0.02313 2.01731 0.39188
H 0.82461 -2.67001 1.49817
```

Calculated values
* energy relative to the best compared isomer or geometry (same formula, charge and spin): 376.0 kJ/mol
* calculated total energy: -8291.09962 eV
* HOMO level: -8.169 eV
* orbital gap: 8.0 eV
* LUMO level: -0.15 eV
* maximum force: 0.009 hartree/bohr